[1]
Computed, not measured: a cluster of 2 separate species, C3H6S in total in a non-equilibrium geometry, with the ωB97M-V functional and the def2-TZVPD basis.

CARTESIAN COORDINATES (ANGSTROEM)
S 1.958 0.377 -0.068
C -0.924 0.835 0.247
C 0.891 -1.135 0.149
C 0.220 0.071 -0.353
H -0.903 1.939 0.066
H -1.909 0.245 -0.046
H -0.527 0.364 -2.140
H 0.848 -1.554 1.220
H -0.858 0.835 1.420
H 1.203 -1.976 -0.496

Output
**Highest occupied orbital energy (alpha / beta)**: -0.315 / -0.314 hartree
**LUMO (alpha / beta)**: -0.3 / -0.3 eV
**Kohn-Sham gap (alpha / beta)**: 8.2723 / 8.2611 eV

Results of the natural (NBO) charge analysis, in e, for atoms 1 through 4: S 0.148; C -0.677; C -0.521; C -0.127



[2]
Computed, not measured: a structure of composition C3H6S in a non-equilibrium geometry, with the ωB97M-V functional and the def2-TZVPD basis.

CARTESIAN COORDINATES (ANGSTROEM)
S -1.742 0.240 -0.344
C 0.598 0.799 0.018
C -0.306 -0.248 0.354
C 0.781 -0.429 -0.656
H 0.371 1.943 -0.271
H 0.617 -0.433 -1.684
H -0.227 -0.675 1.276
H 1.555 -0.999 -0.086
H -2.945 -1.037 0.647
H 1.298 0.840 0.744

Output
**Highest occupied orbital energy**: -0.306 hartree
**LUMO**: -0.6 eV
**Kohn-Sham gap**: 7.6896 eV

Results of the natural (NBO) charge analysis, in e, for atoms 1 through 4: S 0.081; C -0.427; C -0.448; C -0.408



[3]
Computed, not measured: a cluster of 2 separate species, C3H6S in total in a non-equilibrium geometry, with the ωB97M-V functional and the def2-TZVPD basis.

CARTESIAN COORDINATES (ANGSTROEM)
S -1.899 -0.647 -0.244
C -0.546 0.306 -0.690
C 1.656 -0.900 0.078
C -1.349 0.903 0.458
H 1.977 -1.699 -0.699
H -1.898 1.871 0.424
H 2.088 0.048 0.059
H -0.544 0.635 -1.825
H -0.807 0.687 1.468
H 1.323 -1.204 0.971

Output
**Highest occupied orbital energy (alpha / beta)**: -0.290 / -0.301 hartree
**LUMO (alpha / beta)**: 0.4 / 0.0 eV
**Kohn-Sham gap (alpha / beta)**: 8.2840 / 8.2354 eV

Results of the natural (NBO) charge analysis, in e, for atoms 1 through 4: S 0.203; C -0.359; C -0.485; C -0.566



[4]
Computed, not measured: an isolated molecule of C3H6S2 in a non-equilibrium geometry, with the ωB97M-V functional and the def2-TZVPD basis.

CARTESIAN COORDINATES (ANGSTROEM)
S -1.395 -1.442 -0.320
S 0.992 0.442 -0.501
C 1.799 -1.024 0.105
C -1.465 1.281 0.022
C -0.691 0.023 -0.176
H 2.865 -0.888 0.269
H -0.927 2.031 0.626
H -2.407 1.049 0.497
H 1.631 -1.883 -0.549
H 1.321 -1.368 0.929
H -1.723 1.780 -0.903

Output
**Highest occupied orbital energy**: -0.321 hartree
**LUMO**: -0.3 eV
**Kohn-Sham gap**: 8.4720 eV
**SMILES string**: CSC(C)=S

Results of the natural (NBO) charge analysis, in e, for atoms 1 through 4: S 0.014; S 0.307; C -0.756; C -0.704



[5]
Computed, not measured: an isolated molecule of C3H6S3 in a non-equilibrium geometry, with the ωB97M-V functional and the def2-TZVPD basis.

CARTESIAN COORDINATES (ANGSTROEM)
S 1.289 1.032 -1.255
S -0.804 3.338 -1.089
S 0.684 -1.657 -0.063
C 0.586 2.630 -1.419
C 0.124 0.018 -0.228
C -0.473 -2.243 1.187
H 0.189 -2.933 2.082
H -0.780 -1.223 1.738
H 0.065 0.463 0.878
H -0.825 -0.016 -0.730
H 1.451 3.173 -1.837
H -1.505 -2.581 0.737

Output
**Highest occupied orbital energy**: -0.327 hartree
**LUMO**: -0.2 eV
**Kohn-Sham gap**: 8.6713 eV
**SMILES string**: CSCSC=S

Results of the natural (NBO) charge analysis, in e, for atoms 1 through 4: S 0.337; S 0.051; S 0.226; C -0.511



[6]
Computed, not measured: an isolated molecule of C3H6Si in a non-equilibrium geometry, with the ωB97M-V functional and the def2-TZVPD basis.

CARTESIAN COORDINATES (ANGSTROEM)
Si -1.045 0.904 0.662
C 0.490 -1.060 -0.542
C 0.764 -0.202 0.615
C 0.046 0.350 -0.729
H -0.097 -1.937 -0.325
H -2.084 0.058 1.347
H 0.463 0.894 -1.602
H 1.439 -1.359 -1.153
H 1.867 -0.061 1.021
H -1.301 2.238 1.160

Output
**Highest occupied orbital energy**: -0.313 hartree
**LUMO**: 0.7 eV
**Kohn-Sham gap**: 9.2032 eV
**SMILES string**: C1[C@@H]2[SiH2][C@H]12

Results of the natural (NBO) charge analysis, in e, for atoms 1 through 4: Si 1.032; C -0.436; C -0.503; C -0.655



E: -515.91873; -515.90323; -515.90082; -914.25152; -1312.38515; -407.25229 (Eh)